*A*
The following is a quantum chemistry calculation of an isolated molecule of C2H4ClP, from the OMol25 dataset.

CARTESIAN COORDINATES (ANGSTROEM)
C -0.93 -0.07 0.12
C 0.37 0.68 -0.14
P 0.63 -0.96 -0.96
Cl 1.65 -1.98 0.51
H -1.37 -0.40 1.01
H -1.65 0.34 -0.44
H 0.34 1.49 -0.88
H 0.97 0.89 0.79

The molar mass comes out at 94.5 g mol⁻¹. The frontier orbital gap is 10.098 eV. The value obtained for the LUMO energy is 0.93 eV. The calculation puts the highest occupied orbital energy at -9.170 eV. The net charge is 0. Its SMILES is ClP1CC1.


*B*
The following is a quantum chemistry calculation of a structure of composition C2H4ClP, from the OMol25 dataset.

CARTESIAN COORDINATES (ANGSTROEM)
C 0.81 -0.57 0.11
C -0.81 0.16 -0.68
P 0.62 1.22 0.10
Cl -2.29 -0.22 0.14
H 0.43 -0.93 1.04
H 1.55 -0.94 -0.52
H -0.76 -0.17 -1.75
H 0.46 1.45 1.56

The molar mass comes out at 94.5 g mol⁻¹. The frontier orbital gap is 9.426 eV. The value obtained for the LUMO energy is 0.80 eV. The calculation puts the highest occupied orbital energy at -8.625 eV. The net charge is 0.


Most stable structure - *A*; separation to the second - 47.9 kcal/mol.


*A*
The following is a quantum chemistry calculation of an isolated molecule of C4H6ClF, from the OMol25 dataset.

CARTESIAN COORDINATES (ANGSTROEM)
C -0.37 -0.17 1.63
C -1.07 -0.36 0.24
C -0.44 0.03 -1.03
C 1.10 0.16 -1.13
H -1.01 -0.75 2.26
H 0.81 -0.26 1.78
H -0.63 0.99 1.84
H -2.05 -0.79 0.49
H 1.78 -0.91 -1.53
H 1.34 0.56 0.06
F -1.13 -0.02 -2.14
Cl 1.68 1.51 -2.47

The molar mass comes out at 108.5 g mol⁻¹. The frontier orbital gap is 9.447 eV. The value obtained for the LUMO energy is 0.43 eV. The calculation puts the highest occupied orbital energy at -9.014 eV. The net charge is 0. Its SMILES is C/C=C(/F)CCl.


*B*
The following is a quantum chemistry calculation of a cluster of 2 separate species, C4H6ClF in total, from the OMol25 dataset.

CARTESIAN COORDINATES (ANGSTROEM)
C 3.72 -0.31 0.36
C 0.29 -0.38 0.47
C -2.17 -0.04 -0.41
C -0.85 0.41 0.07
F 3.58 0.82 -0.31
Cl 0.30 -2.07 0.13
H 3.55 -0.12 1.37
H -2.68 0.94 -0.49
H -2.66 -0.69 0.32
H -2.04 -0.52 -1.34
H -0.88 1.32 0.69
H -0.16 0.62 -0.86

The molar mass comes out at 108.5 g mol⁻¹. The frontier orbital gap is 8.698 eV. The value obtained for the LUMO energy is 0.03 eV. The calculation puts the highest occupied orbital energy at -8.670 eV. The net charge is 0.


Most stable structure - *A*; separation to the second - 85.8 kcal/mol.


*A*
The following is a quantum chemistry calculation of a structure of composition C2H4O2, from the OMol25 dataset.

CARTESIAN COORDINATES (ANGSTROEM)
O -1.27 0.26 -0.21
C -0.28 -0.72 -0.07
C 1.48 0.79 0.02
O 0.77 1.65 0.29
H -0.98 1.10 0.18
H -0.27 -1.13 0.95
H -0.44 -1.46 -0.83
H 0.99 -0.49 -0.32

The molar mass comes out at 60.1 g mol⁻¹. The frontier orbital gap is 10.920 eV. The value obtained for the LUMO energy is 1.09 eV. The calculation puts the highest occupied orbital energy at -9.830 eV. The net charge is 0.


*B*
The following is a quantum chemistry calculation of an isolated molecule of C2H4O2, from the OMol25 dataset.

CARTESIAN COORDINATES (ANGSTROEM)
O 1.58 0.34 -0.09
C -0.13 0.52 -0.50
C -0.69 -0.58 0.30
O 0.03 -1.31 0.93
H 1.78 -0.42 0.53
H -0.07 1.48 -0.06
H -0.72 0.67 -1.45
H -1.79 -0.70 0.33

The molar mass comes out at 60.1 g mol⁻¹. The frontier orbital gap is 10.675 eV. The value obtained for the LUMO energy is 0.15 eV. The calculation puts the highest occupied orbital energy at -10.527 eV. The net charge is 0. Its SMILES is O=CCO.


*C*
The following is a quantum chemistry calculation of a cluster of 2 separate species, C2H4O2 in total, from the OMol25 dataset.

CARTESIAN COORDINATES (ANGSTROEM)
O -1.36 1.02 0.25
C 0.00 -1.04 -0.16
C 0.84 -0.01 -0.21
O 0.46 1.24 -0.02
H -1.24 1.93 0.53
H -0.88 -0.94 0.47
H 0.27 -2.01 -0.54
H 1.92 -0.19 -0.31

The molar mass comes out at 60.1 g mol⁻¹. The frontier orbital gap (spin up / spin down) is 8.429 / 7.041 eV. The value obtained for the LUMO energy (spin up / spin down) is -0.98 / -1.99 eV. The calculation puts the highest occupied orbital energy (spin up / spin down) at -9.406 / -9.035 eV. The net charge is 0.


*D*
The following is a quantum chemistry calculation of a cluster of 2 separate species, C2H4O2 in total, from the OMol25 dataset.

CARTESIAN COORDINATES (ANGSTROEM)
O 1.24 1.39 0.13
C 0.15 0.93 -0.08
C -0.06 -0.23 -1.06
O 0.83 -0.67 -1.74
H 0.19 -0.91 1.78
H -0.49 -1.18 1.66
H -0.77 1.31 0.41
H -1.10 -0.64 -1.11

The molar mass comes out at 60.1 g mol⁻¹. The frontier orbital gap is 9.262 eV. The value obtained for the LUMO energy is -0.89 eV. The calculation puts the highest occupied orbital energy at -10.157 eV. The net charge is 0. Its SMILES is O=CC=O.[H][H].


Most stable structure - *D*; separation to the second - 9.0 kcal/mol.


*A*
The following is a quantum chemistry calculation of a cluster of 2 separate species, C2H4O2 in total, from the OMol25 dataset.

CARTESIAN COORDINATES (ANGSTROEM)
C -0.99 -0.39 0.03
O 0.21 -0.94 0.53
C 2.05 1.04 -0.24
O 1.91 2.09 0.17
H -0.82 0.50 -0.59
H -1.59 -0.09 0.89
H -1.57 -1.12 -0.56
H 0.80 -1.10 -0.23

The molar mass comes out at 60.1 g mol⁻¹. The frontier orbital gap is 11.534 eV. The value obtained for the LUMO energy is 1.06 eV. The calculation puts the highest occupied orbital energy at -10.474 eV. The net charge is 0.


*B*
The following is a quantum chemistry calculation of an isolated molecule of C2H4O2, from the OMol25 dataset.

CARTESIAN COORDINATES (ANGSTROEM)
C -0.46 0.07 -0.93
C 0.34 -0.03 0.35
H -1.02 0.95 -0.77
H -1.02 -0.85 -0.98
H 0.29 0.01 -1.67
H 0.69 0.14 1.99
O -0.14 0.43 1.56
O 1.32 -0.71 0.46

The molar mass comes out at 60.1 g mol⁻¹. The frontier orbital gap is 11.495 eV. The value obtained for the LUMO energy is 0.83 eV. The calculation puts the highest occupied orbital energy at -10.663 eV. The net charge is 0. Its SMILES is CC(=O)O.


Most stable structure - *B*; separation to the second - 15.7 kcal/mol.


*A*
The following is a quantum chemistry calculation of a cluster of 2 separate species, C2H4O2 in total, from the OMol25 dataset.

CARTESIAN COORDINATES (ANGSTROEM)
O 1.88 0.28 -0.26
C 1.48 -0.83 0.02
H 1.37 -1.65 -0.73
H 1.06 -1.02 1.03
O -1.82 1.24 1.05
C -1.47 0.82 -0.05
H -1.97 -0.04 -0.56
H -0.53 1.20 -0.50

The molar mass comes out at 60.1 g mol⁻¹. The frontier orbital gap is 10.548 eV. The value obtained for the LUMO energy is 0.28 eV. The calculation puts the highest occupied orbital energy at -10.268 eV. The net charge is 0. Its SMILES is C=O.C=O.


*B*
The following is a quantum chemistry calculation of a cluster of 2 separate species, C2H4O2 in total, from the OMol25 dataset.

CARTESIAN COORDINATES (ANGSTROEM)
O -0.81 0.26 -1.42
C -0.33 0.51 -0.34
C -0.44 -0.43 0.88
O -1.29 -1.28 0.91
H 1.00 -0.17 -1.16
H 1.45 -0.11 -0.55
H 0.17 1.47 -0.08
H 0.25 -0.24 1.74

The molar mass comes out at 60.1 g mol⁻¹. The frontier orbital gap is 9.345 eV. The value obtained for the LUMO energy is -0.70 eV. The calculation puts the highest occupied orbital energy at -10.046 eV. The net charge is 0. Its SMILES is O=CC=O.[H][H].


Most stable structure - *A*; separation to the second - 32.0 kcal/mol.


*A*
The following is a quantum chemistry calculation of a structure of composition C8H21B2BeF8NO4, from the OMol25 dataset.

CARTESIAN COORDINATES (ANGSTROEM)
Be -0.18 -0.90 0.08
B -2.81 -4.85 2.69
F -4.02 -5.48 2.63
F -2.03 -5.43 3.68
F -2.17 -4.88 1.47
F -2.94 -3.54 2.98
B 4.82 -2.27 -0.70
F 6.03 -2.47 -0.20
F 4.01 -2.95 0.02
F 4.52 -0.93 -0.38
F 4.87 -2.57 -2.00
C 0.95 2.63 -2.17
O 0.63 2.60 -0.77
C 0.17 3.86 -0.34
C -0.76 3.65 0.87
N -0.18 2.82 1.94
C 1.18 3.13 2.37
C 1.63 2.09 3.40
O 1.40 0.67 3.01
C 1.70 -0.24 4.05
H 1.44 1.73 -2.54
H 1.62 3.45 -2.45
H 0.06 2.59 -2.80
H -0.30 4.34 -1.19
H 1.07 4.45 -0.13
H -1.61 3.04 0.54
H -0.92 4.69 1.14
H -0.62 2.87 2.85
H 1.18 4.14 2.79
H 1.99 3.03 1.65
H 1.20 2.26 4.39
H 2.72 2.13 3.49
H 2.65 -0.14 4.56
H 1.71 -1.26 3.67
H 0.97 -0.34 4.85
C -3.81 -2.11 -4.18
C -2.52 -2.37 -4.99
O -1.43 -2.48 -4.10
O -3.57 -0.97 -3.24
H -3.95 -3.01 -3.57
H -4.69 -2.10 -4.82
H -2.30 -1.77 -5.87
H -2.52 -3.44 -5.22
H -0.70 -3.00 -4.45
H -4.46 -0.68 -3.01

The molar mass comes out at 377.9 g mol⁻¹. The frontier orbital gap is 2.366 eV. The value obtained for the LUMO energy is -8.13 eV. The calculation puts the highest occupied orbital energy at -10.497 eV. The net charge is 0.


*B*
The following is a quantum chemistry calculation of a structure of composition C8H21B2BeF8NO4, from the OMol25 dataset.

CARTESIAN COORDINATES (ANGSTROEM)
Be -0.14 0.00 0.29
B 1.87 -1.35 1.78
F 2.26 -1.89 2.99
F 1.54 0.01 1.91
F 2.85 -1.50 0.77
F 0.66 -1.93 1.25
B -1.92 0.36 2.39
F -1.23 -0.83 2.55
F -2.83 0.24 1.31
F -2.42 0.89 3.58
F -1.00 1.37 1.89
C -2.59 -2.65 0.42
O -1.53 -1.97 -0.24
C -1.32 -2.30 -1.57
C 0.19 -2.16 -1.72
N 0.57 -0.78 -1.46
C 2.03 -0.73 -1.30
C 2.43 0.62 -0.79
O 2.16 0.56 0.60
C 2.92 1.45 1.41
H -3.53 -2.41 -0.12
H -2.74 -2.18 1.38
H -2.66 -3.72 0.26
H -1.95 -1.66 -2.20
H -1.67 -3.30 -1.83
H 0.58 -2.66 -2.61
H 0.53 -2.79 -0.90
H 0.38 -0.25 -2.31
H 2.50 -0.97 -2.26
H 2.36 -1.40 -0.50
H 1.98 1.49 -1.30
H 3.49 0.85 -0.92
H 2.68 1.27 2.45
H 2.89 2.46 1.01
H 3.97 1.12 1.43
C -0.98 3.39 -0.54
C -2.06 2.45 -0.99
O -1.61 1.15 -1.38
O -0.06 2.58 0.19
H -1.41 4.11 0.15
H -0.41 3.93 -1.30
H -2.49 2.90 -1.90
H -2.87 2.30 -0.28
H -2.04 0.77 -2.14
H 0.60 3.19 0.53

The molar mass comes out at 377.9 g mol⁻¹. The frontier orbital gap is 8.304 eV. The value obtained for the LUMO energy is -0.27 eV. The calculation puts the highest occupied orbital energy at -8.575 eV. The net charge is 0.


Most stable structure - *B*; separation to the second - 163.9 kcal/mol.


*A*
The following is a quantum chemistry calculation of a cluster of 2 separate species, C6H7ClN2S in total, from the OMol25 dataset.

CARTESIAN COORDINATES (ANGSTROEM)
C -2.80 -0.10 0.88
C -1.73 0.82 1.11
C -2.61 -1.12 -0.09
C -0.50 0.58 0.53
C -1.43 -1.29 -0.64
C -0.34 -0.48 -0.36
N 4.02 1.43 -1.01
N 0.88 -0.80 -0.80
S 2.38 -0.32 -0.60
Cl 3.11 -0.12 1.43
H -3.73 0.18 1.18
H -1.80 1.69 1.70
H -3.38 -1.81 -0.19
H 0.42 1.22 0.86
H -1.39 -2.03 -1.33
H 4.75 0.76 -0.71
H 4.17 1.40 -1.96

The molar mass comes out at 174.7 g mol⁻¹. The frontier orbital gap (spin up / spin down) is 6.064 / 6.063 eV. The value obtained for the LUMO energy (spin up / spin down) is -2.17 / -2.17 eV. The calculation puts the highest occupied orbital energy (spin up / spin down) at -8.232 / -8.231 eV. The net charge is 0.


*B*
The following is a quantum chemistry calculation of an isolated molecule of C6H7ClN2S, from the OMol25 dataset.

CARTESIAN COORDINATES (ANGSTROEM)
C 1.75 1.42 -0.56
C -0.02 -1.35 0.65
C 2.97 1.07 -0.12
C 1.11 -0.65 0.32
C -0.74 0.56 -0.50
C -2.44 -0.97 0.25
N 0.80 0.50 -0.42
N -1.11 -0.74 -0.11
S 2.85 -0.66 0.43
Cl -1.23 1.91 0.78
H 1.41 2.39 -0.84
H 0.06 -2.35 1.06
H 3.95 1.41 -0.41
H -1.18 0.73 -1.49
H -2.33 -1.93 0.83
H -2.79 -0.03 0.63
H -3.06 -1.31 -0.49

The molar mass comes out at 174.7 g mol⁻¹. The frontier orbital gap is 7.798 eV. The value obtained for the LUMO energy is 0.82 eV. The calculation puts the highest occupied orbital energy at -6.975 eV. The net charge is 0. Its SMILES is CN1C=C2SC=CN2[C@@H]1Cl.


Most stable structure - *B*; separation to the second - 54.3 kcal/mol.


*A*
The following is a quantum chemistry calculation of a cluster of 2 separate species, C3H10NO in total, from the OMol25 dataset.

CARTESIAN COORDINATES (ANGSTROEM)
C 2.75 0.67 -0.67
C -1.25 0.31 0.91
C -2.28 -0.26 0.11
O -2.95 -1.33 0.83
N 1.74 -0.39 -0.82
H 3.55 0.38 0.01
H 3.18 0.90 -1.64
H -0.88 -0.28 1.74
H -1.19 1.40 0.98
H -3.05 0.47 -0.19
H -2.06 -0.85 -0.79
H -2.64 -1.33 1.74
H 2.24 1.58 -0.37
H 0.96 -0.28 -0.22
H 1.88 -0.99 -1.61

The molar mass comes out at 76.1 g mol⁻¹. The frontier orbital gap is 4.184 eV. The value obtained for the LUMO energy is -8.62 eV. The calculation puts the highest occupied orbital energy at -12.802 eV. The net charge is +1.


*B*
The following is a quantum chemistry calculation of a cluster of 2 separate species, C3H10NO in total, from the OMol25 dataset.

CARTESIAN COORDINATES (ANGSTROEM)
C 1.24 1.01 -1.76
O 0.99 -0.43 -1.71
H 2.30 1.02 -1.93
H 0.61 1.40 -2.52
H 0.97 1.62 -0.95
H 1.48 -0.90 -2.39
C -1.79 -0.10 0.92
C 0.19 -0.80 2.01
N -0.37 -0.68 0.87
H -1.80 0.91 1.35
H -2.52 -0.62 1.60
H -2.19 0.02 -0.17
H -0.55 -0.91 2.79
H 1.34 -0.77 1.94
H 0.11 -0.78 -0.07

The molar mass comes out at 76.1 g mol⁻¹. The frontier orbital gap is 9.663 eV. The value obtained for the LUMO energy is -5.12 eV. The calculation puts the highest occupied orbital energy at -14.785 eV. The net charge is +1.


Most stable structure - *B*; separation to the second - 74.7 kcal/mol.